Entry 1:
Formula: C59H60BBiN4O6P2Si
Source: the Open Molecules 2025 dataset
Level of theory: ωB97M-V with the def2-TZVPD basis set

Structure (XYZ):
```
134
Properties=species:S:1:pos:R:3:forces:R:3
Bi -0.635571 0.042414 -1.203481 -0.058 0.103 0.433
C 0.482854 -3.117957 -2.098765 -0.114 0.059 0.083
Si 1.212648 -1.784170 -0.955620 0.339 -0.668 -0.324
C 2.770887 -1.260908 -1.914102 -0.140 0.327 0.046
C 3.825442 -2.172535 -2.040166 -0.124 -0.102 -0.007
C 4.943374 -1.883165 -2.802738 -0.006 -0.047 -0.014
C 5.022081 -0.673752 -3.484945 0.008 0.008 0.002
C 3.995362 0.246219 -3.371162 0.013 -0.019 0.010
C 2.882471 -0.030052 -2.574258 0.022 -0.011 0.173
P 1.616996 1.284460 -2.334821 0.446 0.021 -0.467
C 1.228491 1.759329 -4.057313 -0.076 -0.041 0.066
C 1.934579 2.726440 -4.772597 0.053 -0.042 -0.046
C 1.609413 2.989242 -6.094057 0.055 0.045 0.048
C 0.581712 2.290535 -6.712815 -0.016 -0.042 0.001
C -0.125809 1.332365 -6.005974 -0.013 -0.016 -0.101
C 0.191266 1.070535 -4.683428 0.049 0.093 0.146
C 2.608121 2.669053 -1.675878 -0.164 -0.018 0.071
C 2.134718 3.973174 -1.815796 -0.024 -0.027 0.026
C 2.852018 5.036549 -1.290004 -0.052 0.035 -0.016
C 4.028656 4.807457 -0.588525 0.016 -0.065 -0.002
C 4.475478 3.506596 -0.401892 0.010 0.024 0.047
C 3.769962 2.441683 -0.943948 -0.058 -0.006 -0.067
C 1.817241 -2.745753 0.562326 -0.161 0.266 0.210
C 1.542377 -4.114251 0.662956 0.062 -0.006 -0.146
C 2.068728 -4.887555 1.684975 0.010 0.004 -0.011
C 2.891446 -4.303576 2.638375 0.012 0.007 0.026
C 3.156346 -2.946373 2.572178 -0.077 -0.020 0.038
C 2.608379 -2.160102 1.560336 0.005 0.051 -0.028
P 2.851887 -0.330305 1.549490 0.061 -0.126 0.073
C 4.686966 -0.277766 1.761375 -0.101 0.006 -0.061
C 5.395581 -0.173691 2.955861 0.020 -0.071 -0.042
C 6.785282 -0.177462 2.952358 0.013 0.001 0.057
C 7.487767 -0.291370 1.762163 -0.015 0.012 -0.025
C 6.791977 -0.407815 0.566615 -0.006 -0.014 -0.022
C 5.405959 -0.393376 0.568834 -0.026 0.043 0.017
C 2.201742 0.076419 3.222967 0.034 -0.007 -0.090
C 1.210441 -0.699162 3.825885 -0.019 0.071 -0.021
C 0.741209 -0.377736 5.092708 -0.014 0.014 -0.044
C 1.257150 0.713615 5.774859 -0.037 0.033 0.020
C 2.199891 1.525714 5.159923 -0.071 0.075 -0.061
C 2.645593 1.225524 3.882108 0.018 -0.051 -0.092
H 1.159817 -3.964153 -2.238335 0.033 0.033 -0.011
H 0.279807 -2.686613 -3.083226 -0.008 0.017 0.037
H -0.464560 -3.499126 -1.702462 0.054 -0.010 -0.019
H 3.762893 -3.121915 -1.515515 0.055 0.018 -0.026
H 5.754719 -2.598233 -2.868938 -0.023 -0.002 -0.017
H 5.884401 -0.448824 -4.100064 -0.001 0.005 0.011
H 4.059583 1.190538 -3.898772 0.012 -0.003 0.016
H 2.740306 3.276266 -4.304333 0.001 0.032 0.029
H 2.156428 3.749411 -6.638139 0.000 -0.015 0.002
H 0.323374 2.506791 -7.741825 -0.004 0.004 0.009
H -0.951042 0.806141 -6.466561 -0.020 0.027 0.048
H -0.415325 0.360236 -4.134129 -0.080 0.005 -0.046
H 1.198078 4.156052 -2.330245 0.030 0.019 -0.055
H 2.487154 6.047640 -1.424528 -0.004 -0.022 0.007
H 4.593339 5.639590 -0.187422 -0.013 0.000 0.022
H 5.377177 3.313370 0.167099 -0.002 -0.002 -0.021
H 4.126285 1.431875 -0.791687 -0.015 0.079 -0.020
H 0.928622 -4.590951 -0.091325 -0.015 -0.015 0.039
H 1.852283 -5.948455 1.728254 -0.013 0.015 0.010
H 3.314733 -4.901821 3.436112 0.011 0.011 -0.018
H 3.774997 -2.485988 3.333133 0.027 0.015 -0.005
H 4.872136 -0.102668 3.898936 -0.063 0.039 0.036
H 7.321511 -0.098932 3.890665 -0.016 0.012 -0.016
H 8.570557 -0.287814 1.764190 -0.012 -0.014 0.012
H 7.326453 -0.510225 -0.370306 -0.012 0.023 0.008
H 4.865793 -0.484305 -0.368394 0.090 -0.014 0.060
H 0.783314 -1.544895 3.301708 0.036 -0.024 0.005
H -0.035143 -0.985599 5.540626 0.023 0.004 0.008
H 0.909718 0.948878 6.773298 -0.014 -0.003 -0.020
H 2.572642 2.406684 5.667763 0.007 -0.012 -0.013
H 3.354659 1.882233 3.390454 0.056 -0.006 0.045
N -2.773988 -1.632437 -1.416597 -0.125 0.093 -0.255
C -3.532412 -1.734988 -0.189937 0.115 -0.230 -0.033
C -4.615204 -2.838167 -0.224580 0.194 0.011 0.239
C -4.172018 -4.276578 -0.562085 -0.034 0.220 -0.031
C -3.213036 -4.949764 0.426726 -0.037 0.165 -0.267
N -3.590234 -4.701873 1.804301 0.275 0.641 0.073
C -4.478914 -5.341575 2.498545 -0.266 -0.071 0.296
N -5.089403 -6.465874 2.060427 0.128 0.089 -0.020
N -4.812319 -4.867624 3.718249 0.120 -0.046 -0.153
C -2.564454 -1.781821 1.025475 -0.143 -0.324 0.354
O -3.038797 -2.166117 2.142831 -0.152 -0.394 -0.235
O -1.386838 -1.424818 0.857107 0.064 0.187 -0.182
H -3.135478 -1.005450 -2.151574 -0.061 -0.071 0.060
H -2.529075 -2.523900 -1.827659 -0.012 0.016 0.029
H -4.065694 -0.790064 -0.042653 -0.029 0.054 -0.088
H -5.338018 -2.542636 -0.988705 -0.008 -0.004 0.031
H -5.141911 -2.829844 0.732292 -0.035 -0.008 -0.001
H -3.695506 -4.286034 -1.546319 -0.050 -0.118 -0.017
H -5.072481 -4.892113 -0.643314 -0.029 0.050 -0.076
H -2.210077 -4.535411 0.312544 0.032 -0.059 0.062
H -3.142912 -6.021704 0.225130 0.078 0.013 0.003
H -3.347076 -3.684583 2.084926 -0.078 -0.083 0.044
H -4.729557 -6.910383 1.234452 -0.044 -0.017 -0.012
H -5.570344 -7.054757 2.716343 0.017 -0.014 0.013
H -4.467275 -3.955645 3.973993 -0.013 0.023 0.025
H -5.604728 -5.229964 4.214303 -0.048 0.022 -0.029
C -5.941882 2.198205 1.665399 0.038 0.035 -0.102
C -5.261427 2.117525 0.322103 -0.004 -0.041 0.044
C -4.082252 2.797688 0.068223 -0.043 -0.031 -0.014
C -3.404363 2.665212 -1.143824 0.034 0.062 -0.043
C -2.172264 3.506781 -1.374736 -0.022 -0.033 0.081
C -3.902769 1.793524 -2.119834 0.062 -0.036 0.051
C -5.143059 1.166688 -1.912177 0.001 -0.056 0.029
C -5.817311 0.360449 -2.996739 0.049 0.030 0.043
C -5.799029 1.337940 -0.698577 0.041 0.037 0.007
C -3.039581 1.468865 -3.344112 -0.124 -0.190 -0.066
O -2.538991 2.401507 -3.980726 -0.062 0.053 -0.012
O -2.873045 0.224226 -3.547461 0.024 0.048 -0.018
H -5.369631 2.820564 2.354156 -0.036 0.006 -0.007
H -6.030896 1.203083 2.107085 -0.021 0.023 0.024
H -6.947541 2.615479 1.576728 0.012 -0.006 0.030
H -3.673355 3.452929 0.831609 0.047 -0.040 0.012
H -1.829380 3.954625 -0.438932 -0.003 -0.040 0.032
H -2.399559 4.307472 -2.079186 0.030 -0.022 -0.036
H -1.358012 2.939945 -1.829890 0.008 0.036 -0.011
H -5.099588 -0.244180 -3.545869 0.002 0.006 -0.009
H -6.293496 1.038593 -3.710086 0.008 -0.044 -0.024
H -6.595724 -0.279867 -2.577653 -0.011 0.018 0.010
H -6.755834 0.846131 -0.541037 0.024 -0.021 -0.006
O -1.219867 1.692847 1.619649 -0.143 -0.265 0.048
B -0.281539 1.438885 0.631139 0.052 0.349 -0.101
O 0.657109 2.470107 0.590459 0.086 -0.056 0.052
C 0.278551 3.364913 1.558293 -0.122 -0.056 0.124
C 0.864560 4.557653 1.914254 0.094 -0.025 -0.050
C 0.251403 5.270525 2.943203 -0.034 0.021 0.001
C -0.896650 4.796055 3.570996 0.047 0.007 -0.006
C -1.482773 3.588716 3.195055 -0.097 -0.071 0.060
C -0.867522 2.891837 2.181300 0.198 0.062 -0.010
H 1.756188 4.912264 1.412851 -0.021 -0.007 0.019
H 0.672721 6.218848 3.250874 0.004 -0.018 0.022
H -1.341865 5.371569 4.371990 -0.013 0.020 -0.029
H -2.379340 3.212839 3.671156 0.042 -0.011 -0.002
```
Positions in Å, forces in eV/Å.

Summary:
**LUMO level**: -0.0127 Ha
**ΔE to the lowest compared entry with this formula, charge and spin**: 1.054 eV
**DFT total energy**: -4166.60354 a.u.
**Charge**: 0
**Orbital gap**: 6.84 eV
**Strongest force on any atom**: 0.0159 Eh/bohr

Entry 2:
Formula: H8O4
Source: the Open Molecules 2025 dataset
Level of theory: ωB97M-V with the def2-TZVPD basis set

Structure (XYZ):
```
12
Properties=species:S:1:pos:R:3:forces:R:3
O 1.360373 0.685359 0.152656 -0.997 0.606 0.887
H 1.119908 0.556962 1.095806 0.540 0.050 -0.848
H 1.970977 0.017621 -0.128099 0.525 -0.547 0.065
O -1.031020 2.320384 0.640988 1.311 0.120 -0.267
H -0.242053 2.239729 0.040953 -1.393 0.033 0.649
H -1.777219 1.897344 0.208015 0.098 -0.015 -0.372
O 0.328136 -2.395643 -0.253920 -1.320 0.106 -0.205
H 1.135330 -2.736079 -0.581773 1.311 -0.640 -0.493
H 0.554798 -1.828588 0.470286 0.119 0.350 0.640
O -1.600640 -0.244342 -0.600603 2.248 0.252 0.551
H -0.962166 0.108791 0.071977 -1.370 0.024 -0.198
H -0.856423 -0.621537 -1.116285 -1.072 -0.340 -0.408
```
Positions in Å, forces in eV/Å.

Summary:
**LUMO level**: 0.0004 Ha
**ΔE to the lowest compared entry with this formula, charge and spin**: 1.186 eV
**DFT total energy**: -305.73563 a.u.
**Charge**: 0
**Orbital gap**: 11.08 eV
**Strongest force on any atom**: 0.0453 Eh/bohr

Entry 3:
Formula: C5H13N3
Source: the Open Molecules 2025 dataset
Level of theory: ωB97M-V with the def2-TZVPD basis set

Structure (XYZ):
```
21
Properties=species:S:1:pos:R:3:forces:R:3
C 1.026169 0.089706 -0.609447 -2.373 1.773 -1.060
C -0.938529 0.423300 0.932384 2.689 0.023 -3.960
C -0.520414 -0.522706 -0.155951 2.125 2.371 -0.250
C -0.397890 -1.972026 0.294035 -0.184 1.371 1.949
C -1.359575 -0.459536 -1.430562 -1.275 -1.784 2.673
N 1.840424 0.329125 0.535540 0.916 -1.410 -1.281
N 1.315123 1.195631 1.356321 -2.185 1.421 2.552
N 1.194229 2.489532 0.874563 4.598 -3.634 -3.635
H 1.447002 -0.433339 -1.446710 0.594 -0.863 0.000
H 0.828608 1.143271 -1.107282 0.013 -2.093 0.967
H -1.348223 1.323532 0.566105 -0.348 1.141 -0.130
H -1.353091 0.015285 1.732697 -1.625 -1.539 3.711
H -0.474147 -1.957269 1.405082 0.315 -0.450 -0.668
H 0.504244 -2.402559 -0.016942 1.662 -0.596 -0.227
H -1.127036 -2.643848 -0.072851 -1.240 -0.380 -0.460
H -1.539697 0.429178 -1.965233 -0.817 1.702 0.387
H -2.232271 -1.082855 -1.022662 0.431 1.289 -1.745
H -0.837782 -0.971411 -2.158465 0.948 -1.998 -1.604
H 2.099979 -0.508823 1.074389 -0.278 0.525 -0.523
H 1.297222 2.548088 -0.155606 -0.718 0.578 1.250
H 0.575656 2.967724 1.370597 -3.248 2.553 2.055
```
Positions in Å, forces in eV/Å.

Summary:
**LUMO level (spin up / spin down)**: 0.0296 / 0.0311 Ha
**ΔE to the lowest compared entry with this formula, charge and spin**: 6.046 eV
**DFT total energy**: -362.36011 a.u.
**Charge**: 0
**Orbital gap (spin up / spin down)**: 7.66 / 7.99 eV
**Strongest force on any atom**: 0.1341 Eh/bohr